Record 1
ORCA calculation (ωB97M-V with the def2-TZVPD basis set) on a single C29H38F3N3 molecule.

Each line ends with the Löwdin charge.
CARTESIAN COORDINATES (ANGSTROEM)
H  1.486  1.965  -0.170  0.117
C  -0.606  2.326  -3.451  -0.128
C  -3.514  -2.864  -1.502  -0.085
C  2.242  0.154  1.720  -0.316
H  4.668  -0.747  1.962  0.112
H  -1.354  -1.074  0.380  0.094
H  -1.024  3.624  -0.480  0.115
H  -6.034  2.317  -0.930  0.103
H  -0.074  0.971  5.534  0.075
H  4.660  -2.950  0.801  0.067
C  -0.645  1.640  -0.227  -0.328
C  -5.252  1.582  -0.804  -0.074
H  1.669  1.239  5.692  0.077
H  2.610  -1.691  0.729  0.121
H  -5.370  -2.163  -2.276  0.111
C  3.230  -0.663  -2.331  -0.585
H  -1.629  -3.301  -0.563  0.107
H  0.905  -0.355  0.291  0.103
C  1.581  -2.163  2.544  -0.058
H  -4.011  2.925  0.313  0.112
C  -5.376  0.336  -1.348  -0.038
H  -0.647  0.784  -0.908  0.119
H  1.936  1.626  -2.811  0.131
H  -1.973  2.415  1.294  0.122
C  0.819  1.307  5.010  -0.138
F  3.506  -1.832  -1.732  0.128
H  -1.208  2.365  -4.361  0.118
H  2.216  1.938  2.927  0.110
C  -4.484  -1.925  -1.704  -0.035
H  0.205  3.050  -3.533  0.115
F  3.671  0.298  -1.502  0.132
H  -1.892  -0.049  -3.691  0.123
C  -3.071  1.031  0.096  -0.179
C  4.023  -1.553  2.321  -0.230
H  -1.499  0.728  1.519  0.105
N  0.947  0.310  1.060  -0.026
C  0.694  1.634  0.522  -0.169
H  4.000  -1.506  3.411  0.110
N  -0.734  2.834  -1.042  -0.004
H  -1.933  3.713  -2.492  0.121
H  -2.331  2.014  -2.182  0.105
C  -4.362  -0.627  -1.165  -0.166
C  -0.358  -1.443  -3.186  -0.062
C  -2.227  -1.293  -0.214  -0.023
H  5.639  -2.982  2.269  0.070
H  0.589  -2.023  2.123  0.065
C  -0.856  -0.173  -3.412  -0.026
C  2.205  0.844  3.092  -0.196
C  -4.097  1.925  -0.089  -0.047
C  -0.045  0.950  -3.272  -0.228
C  1.286  0.771  -2.919  0.024
C  -3.200  -0.290  -0.418  -0.112
H  0.690  2.368  4.735  0.074
H  -1.003  -2.301  -3.295  0.103
H  0.654  2.350  1.347  0.120
H  4.041  -3.720  2.263  0.065
H  1.555  -1.846  3.582  0.069
C  -1.810  1.465  0.778  -0.091
N  1.059  0.439  3.881  -0.123
F  4.026  -0.605  -3.418  0.141
C  -1.506  2.734  -2.265  -0.201
C  -2.381  -2.546  -0.739  -0.089
H  3.033  0.661  1.135  0.136
H  1.829  -3.220  2.495  0.070
H  0.250  0.423  3.266  0.091
C  1.780  -0.505  -2.685  -0.121
H  3.114  0.598  3.649  0.116
C  4.626  -2.885  1.887  -0.097
H  1.359  -2.607  -2.629  0.119
C  2.607  -1.342  1.770  -0.341
C  0.964  -1.620  -2.814  -0.010
H  -6.253  0.067  -1.919  0.109
H  -3.617  -3.857  -1.916  0.103

HOMO-LUMO gap: 8.58 eV
HOMO energy: -8.1508 eV
multiplicity: 1

Record 2
ORCA calculation (ωB97M-V with the def2-TZVPD basis set) on 8 unconnected molecules or ions with the total composition C34H83BBrN2O18 in a non-equilibrium geometry.

Each line ends with the Löwdin charge.
CARTESIAN COORDINATES (ANGSTROEM)
H  -2.250  6.563  -5.303  0.083
C  -2.065  -1.713  -2.596  -0.278
H  -6.461  -6.024  0.847  0.125
C  -1.477  -3.495  5.496  -0.120
H  -2.563  -3.479  5.592  0.087
B  1.753  -1.157  -2.292  -0.793
H  7.737  1.327  1.100  0.121
O  2.806  -0.605  -1.571  0.139
H  -2.305  -5.063  -0.800  0.085
C  -1.462  -1.232  -3.909  -0.155
N  0.421  -0.631  -2.358  -0.019
H  -1.983  -1.576  2.528  0.082
H  -2.172  -0.534  -4.351  0.101
C  -1.155  -10.960  -1.330  -0.113
O  -0.017  6.726  -4.044  -0.197
Br  0.418  0.127  0.377  0.790
H  3.499  3.961  6.002  0.081
O  -0.201  -10.465  -2.254  -0.192
C  -4.830  -6.087  2.651  -0.113
O  2.014  -2.327  -3.044  -0.004
H  5.538  3.222  -1.478  0.085
O  -2.604  5.064  -0.420  -0.197
C  -0.359  5.455  -3.487  -0.077
H  0.689  6.719  -7.323  0.120
H  -2.737  -5.871  0.732  0.080
H  1.018  4.589  3.284  0.120
H  7.859  3.061  1.445  0.122
H  -2.728  6.596  -7.025  0.083
O  -0.915  5.681  -6.641  -0.190
H  -6.138  -7.627  0.169  0.123
H  0.882  -2.934  5.405  0.124
H  -4.051  6.338  2.897  0.084
C  0.364  -2.028  5.735  -0.203
H  -1.823  -11.674  -1.825  0.087
H  5.613  2.178  1.939  0.117
C  0.648  3.888  5.576  -0.115
H  3.880  3.287  -0.826  0.089
H  -0.274  -9.596  -4.087  0.125
O  3.298  5.409  4.515  -0.188
C  3.893  4.936  5.707  -0.123
C  -1.473  4.621  0.332  -0.186
C  -3.762  5.340  2.566  -0.126
H  -2.780  5.075  -6.106  0.089
H  -2.025  6.892  -1.183  0.077
C  8.261  3.825  -0.822  -0.119
H  -1.804  -9.545  -3.199  0.125
O  0.933  2.754  -1.075  -0.114
H  0.598  -3.334  -1.949  0.073
H  4.981  4.865  5.583  0.085
H  0.530  -8.874  -0.369  0.083
C  0.000  6.752  -6.473  -0.211
H  -2.597  3.393  1.701  0.127
H  3.897  3.607  3.670  0.121
O  7.843  2.501  -0.552  -0.190
O  -2.352  5.291  2.514  -0.199
C  1.619  -3.486  -2.310  -0.076
H  -3.954  -6.268  3.273  0.087
H  1.000  4.919  5.648  0.084
C  0.202  0.542  -1.531  -0.556
H  0.708  3.428  6.563  0.084
O  -4.286  -4.862  -0.252  -0.198
C  -1.860  4.201  1.733  -0.187
H  -4.215  5.150  1.590  0.082
H  -0.698  5.392  0.355  0.133
H  0.736  -7.946  -2.556  0.127
H  -0.526  7.713  -6.500  0.121
H  -0.967  3.824  2.238  0.109
H  -0.274  0.573  -3.969  0.112
H  1.725  3.083  2.674  0.131
H  -4.100  -1.906  -2.830  0.054
C  7.398  2.319  0.784  -0.208
C  -2.721  6.474  -0.446  -0.123
H  -0.732  -7.327  -3.325  0.128
C  -2.233  6.007  -6.242  -0.118
C  4.880  3.727  -0.769  -0.080
C  -0.718  -9.447  -3.098  -0.204
C  3.154  4.396  3.523  -0.191
O  -0.171  -1.409  3.448  -0.223
O  1.437  3.118  4.689  -0.198
C  5.887  2.374  0.897  -0.209
H  1.687  -4.342  -2.976  0.083
H  -1.747  -10.159  -0.885  0.083
C  1.762  3.814  3.487  -0.192
C  -2.917  -4.995  0.105  -0.101
H  -0.055  -0.038  5.000  0.127
H  -5.561  -5.895  -1.447  0.127
H  -1.405  -2.343  -2.013  0.090
H  -3.740  6.724  -0.746  0.086
H  1.519  7.452  -5.151  0.121
H  3.346  4.863  2.554  0.128
H  -5.730  -6.187  3.268  0.087
H  4.815  4.780  -1.039  0.087
O  -0.945  -7.769  -1.354  -0.206
H  -1.503  0.083  2.938  0.068
N  -3.297  -2.521  -2.856  -0.006
H  -1.220  5.592  -2.835  0.069
H  -0.398  3.885  5.249  0.085
H  -1.092  -4.391  5.998  0.086
H  -0.855  0.792  -1.617  0.089
H  0.877  -1.651  6.625  0.123
O  5.378  3.653  0.568  -0.205
C  -0.096  -0.469  -3.722  -0.135
H  -0.617  4.725  -4.255  0.089
H  1.369  5.688  -5.180  0.131
H  -0.644  -8.019  0.648  0.088
O  -4.836  -7.059  1.619  -0.193
H  2.823  -1.045  -0.714  0.075
H  7.581  4.565  -0.394  0.083
H  -2.624  -4.104  0.660  0.089
C  -5.667  -6.705  0.523  -0.205
C  -1.506  -0.955  3.285  -0.134
H  9.272  3.988  -0.429  0.084
C  -0.350  -8.061  -2.609  -0.202
H  -2.387  -0.829  -2.040  0.104
H  -4.113  -6.798  -0.975  0.125
O  -0.970  -2.332  6.122  -0.193
H  0.609  -0.827  -4.463  0.118
H  -1.061  3.753  -0.190  0.107
H  -4.773  -5.071  2.255  0.084
H  -0.614  -11.476  -0.538  0.088
H  -2.078  -1.029  4.213  0.083
H  -2.525  6.924  0.530  0.082
C  -0.054  -7.957  -0.266  -0.106
H  8.281  3.954  -1.904  0.088
C  -4.876  -6.099  -0.618  -0.200
O  1.544  1.889  -3.030  -0.014
H  -4.139  4.607  3.290  0.084
C  0.802  6.624  -5.192  -0.213
H  -1.220  -3.535  4.435  0.082
H  1.467  -0.742  4.441  0.129
H  -3.384  -3.132  -2.049  0.026
H  0.476  5.076  -2.892  0.093
C  0.983  1.828  -1.927  -0.749
H  2.282  -3.624  -1.449  0.088
C  0.418  -0.963  4.658  -0.201
H  3.676  5.655  6.497  0.085
H  5.421  1.602  0.277  0.130
H  0.623  -7.100  -0.191  0.090
H  -1.309  -2.096  -4.555  0.100

HOMO-LUMO gap: 7.09 eV
charge: -1
HOMO energy: -5.0942 eV
multiplicity: 1

Record 3
ORCA calculation (ωB97M-V with the def2-TZVPD basis set) on a single C9H14N2O molecule in a non-equilibrium geometry.

Each line ends with the Löwdin charge.
CARTESIAN COORDINATES (ANGSTROEM)
C  2.449  -0.730  0.542  -0.271
H  3.084  0.070  0.999  0.122
H  -2.078  -2.136  -1.350  0.129
C  -2.379  -1.386  -0.580  -0.241
H  1.112  -2.473  0.159  0.104
O  0.165  -2.237  -0.019  0.015
H  1.766  1.948  0.425  0.087
C  -0.425  1.955  -0.128  -0.235
H  -0.758  3.962  -0.876  0.073
C  -1.447  0.986  -0.262  0.012
H  -2.000  -2.869  0.683  0.092
H  -1.234  3.791  0.849  0.078
C  -1.281  -0.446  -0.394  -0.189
C  1.144  -0.059  0.054  -0.140
H  0.649  3.654  0.277  0.105
C  0.925  1.336  0.152  0.021
N  -2.782  -2.115  0.691  -0.008
H  3.674  -0.518  -1.034  0.101
N  3.321  -1.369  -0.463  -0.034
H  2.548  -1.764  -1.165  0.110
C  -0.511  3.462  0.080  -0.069
C  0.022  -0.875  -0.240  -0.231
H  2.394  -1.403  1.336  0.085
H  -2.431  1.428  -0.281  0.107
H  -2.604  -1.365  1.366  0.062
H  -3.324  -0.850  -0.818  0.115

HOMO-LUMO gap: 9.02 eV
HOMO energy: -8.4324 eV
multiplicity: 1

- What is the HOMO energy in the third record?
  -8.4324 eV

- The highest HOMO energy belongs to which entry?
  C34H83BBrN2O18